Record 1
Here is C24H21N6O4SbSe4Ti as an isolated structure at a distorted geometry from OMol25. Energies are from wB97M-V/def2-TZVPD.

Structure (XYZ):
```
61
Properties=species:S:1:pos:R:3
Ti 0.17 -0.17 -0.16
O 2.04 -0.26 2.74
C 1.53 0.63 2.11
N 1.69 0.77 0.68
C 2.88 0.34 0.09
O 3.98 0.33 0.58
C 2.72 -0.07 -1.40
C 3.85 -0.31 -2.16
C 3.68 -0.73 -3.47
C 2.40 -0.90 -3.97
C 1.32 -0.64 -3.14
N 1.48 -0.23 -1.88
C 0.61 1.62 2.78
C 0.41 1.49 4.14
C -0.60 2.23 4.72
C -1.35 3.08 3.92
C -1.02 3.18 2.58
N -0.07 2.46 2.00
H 4.82 -0.17 -1.70
H 4.54 -0.93 -4.09
H 2.23 -1.22 -4.99
H 0.30 -0.75 -3.48
H 1.00 0.79 4.70
H -0.83 2.12 5.77
H -2.18 3.64 4.32
H -1.58 3.85 1.93
O -1.45 -1.27 -1.69
C -1.37 -2.70 -1.50
C 0.03 -3.09 -1.09
C 0.61 -4.28 -1.50
C 1.85 -4.64 -0.98
C 2.43 -3.84 -0.01
C 1.78 -2.68 0.36
N 0.64 -2.28 -0.23
H -2.39 -1.03 -1.75
H -1.66 -3.22 -2.41
H -2.03 -2.99 -0.68
H 0.10 -4.91 -2.22
H 2.34 -5.54 -1.32
H 3.36 -4.11 0.47
H 2.15 -2.05 1.16
Se -3.65 -3.84 1.83
Sb -3.20 -1.74 2.88
Se -2.24 -2.02 5.18
Se -4.74 0.07 3.05
Se -1.36 -0.83 1.39
N 1.11 3.83 -3.72
C -0.24 3.97 -3.66
O -0.85 4.70 -4.40
C -0.98 3.13 -2.64
C -2.36 3.18 -2.63
C -3.06 2.41 -1.72
C -2.35 1.55 -0.89
N -1.02 1.46 -0.92
C -0.36 2.29 -1.74
H 1.60 4.42 -4.37
H 1.65 3.33 -3.04
H -2.86 3.82 -3.35
H -4.14 2.44 -1.65
H -2.84 0.91 -0.16
H 0.72 2.25 -1.66
```

## Properties
Calculated total energy   -333400.4563 eV
Spin multiplicity   3
HOMO level (alpha / beta)   -7.0 / -7.0 eV



Record 2
Here is C24H22BBeN6O6S2 as an isolated structure from OMol25. Energies are from wB97M-V/def2-TZVPD.

Structure (XYZ):
```
62
Properties=species:S:1:pos:R:3
Be 0.51 -0.74 0.68
O -1.93 -4.16 0.11
C -3.12 -3.55 0.25
C -4.27 -4.33 0.07
C -5.52 -3.77 0.21
C -5.67 -2.42 0.54
C -4.53 -1.65 0.72
C -3.26 -2.19 0.58
C -2.06 -1.34 0.76
O -0.89 -1.87 0.61
N -2.23 -0.07 1.07
N -0.98 0.51 1.19
C -1.00 1.71 1.58
S -2.55 2.50 1.95
C -1.80 4.13 2.24
C -0.43 3.91 2.84
S 0.44 2.70 1.81
H -1.24 -3.48 0.29
H -4.14 -5.37 -0.18
H -6.40 -4.39 0.07
H -6.65 -1.99 0.65
H -4.61 -0.60 0.96
H -2.46 4.68 2.92
H -1.73 4.68 1.30
H -0.50 3.55 3.86
H 0.17 4.83 2.83
B 2.53 -3.18 1.18
N 2.32 -2.07 2.24
C 2.91 -1.97 3.43
C 2.25 -1.02 4.19
C 1.24 -0.56 3.35
N 1.28 -1.20 2.18
N 2.40 -2.59 -0.25
C 3.02 -3.01 -1.37
C 2.40 -2.42 -2.46
C 1.39 -1.64 -1.90
N 1.40 -1.75 -0.57
H 1.67 -4.03 1.33
H 3.65 -3.63 1.32
H 3.75 -2.60 3.66
H 2.48 -0.70 5.19
H 0.50 0.21 3.51
H 3.85 -3.69 -1.30
H 2.66 -2.53 -3.50
H 0.69 -0.98 -2.38
O 3.48 0.67 -0.25
C 2.33 1.02 -0.47
O 1.29 0.72 0.22
C 2.04 1.92 -1.65
C 3.09 2.38 -2.43
C 2.89 3.20 -3.54
C 1.59 3.54 -3.82
O 1.12 4.32 -4.85
C -0.29 4.38 -4.68
O -0.65 3.57 -3.58
C 0.53 3.09 -3.06
C 0.72 2.28 -1.97
H 4.09 2.07 -2.14
H 3.71 3.56 -4.15
H -0.78 4.02 -5.58
H -0.58 5.42 -4.48
H -0.10 1.92 -1.36
```

## Properties
Calculated total energy   -69226.4356 eV
Total charge   -1
ΔE to the lowest compared entry with this formula, charge and spin   0.0 kJ/mol
HOMO level   -5.1 eV



Record 3
Here is C24H22BN11O3PtS as an isolated structure at a distorted geometry from OMol25. Energies are from wB97M-V/def2-TZVPD.

Structure (XYZ):
```
63
Properties=species:S:1:pos:R:3
Pt 7.44 13.40 11.80
C 10.58 10.30 11.61
C 10.00 11.43 11.05
N 8.86 11.70 11.71
N 8.70 10.77 12.63
C 9.70 9.88 12.57
B 7.43 10.72 13.58
N 6.22 10.72 12.65
C 5.36 9.72 12.25
C 4.60 10.19 11.24
C 4.99 11.53 11.07
N 5.98 11.81 11.92
N 7.27 12.11 14.49
C 7.06 12.31 15.80
C 7.18 13.66 16.08
C 7.49 14.26 14.84
N 7.53 13.33 13.90
N 7.63 9.57 14.55
C 8.65 9.44 15.50
C 8.45 8.19 16.03
C 7.34 7.62 15.37
N 6.88 8.47 14.46
H 11.48 9.78 11.35
H 10.37 12.10 10.32
H 9.69 9.08 13.27
H 5.27 8.75 12.73
H 3.83 9.67 10.71
H 4.72 12.27 10.34
H 6.98 11.41 16.38
H 7.03 14.15 17.01
H 7.71 15.28 14.58
H 9.31 10.28 15.68
H 9.07 7.78 16.83
H 6.87 6.65 15.51
N 5.84 15.15 11.87
C 6.11 16.54 12.24
C 5.09 17.45 12.32
C 5.34 18.73 12.74
C 6.64 19.08 13.05
C 7.71 18.15 13.03
C 7.42 16.80 12.62
S 6.88 20.68 13.78
O 7.80 20.42 14.83
O 5.64 21.32 14.17
O 7.29 21.56 12.68
H 5.40 14.77 12.69
H 5.08 15.12 11.18
H 4.05 17.14 12.07
H 4.54 19.47 12.73
H 8.71 18.51 13.24
H 8.17 16.00 12.59
N 6.24 10.20 6.06
C 6.62 11.08 6.73
C 7.07 12.21 7.45
C 7.39 13.36 6.73
C 7.78 14.50 7.39
C 7.78 14.47 8.77
N 7.50 13.38 9.52
C 7.20 12.25 8.88
H 7.30 13.32 5.63
H 7.99 15.38 6.85
H 7.95 15.41 9.30
H 7.04 11.37 9.49
```

## Properties
Calculated total energy   -62528.7241 eV
Total charge   +1
Spin multiplicity   4
HOMO level (alpha / beta)   -10.7 / -11.9 eV



Record 4
Here is C24H22BiBrN9O3S as an isolated structure at a distorted geometry from OMol25. Energies are from wB97M-V/def2-TZVPD.

Structure (XYZ):
```
61
Properties=species:S:1:pos:R:3
Bi -0.35 -1.87 -1.04
O 4.01 -2.61 -1.32
C 4.57 -1.44 -0.91
C 5.92 -1.45 -0.58
C 6.54 -0.31 -0.11
C 5.81 0.85 0.02
C 4.46 0.88 -0.32
C 3.82 -0.26 -0.79
C 2.35 -0.32 -1.19
O 1.79 -1.42 -0.55
N 1.63 0.89 -0.83
N 0.30 0.86 -0.80
C -0.39 1.94 -0.79
C -1.81 2.01 -0.59
Br -2.72 0.37 -0.13
C -2.55 3.13 -0.59
C -2.07 4.45 -0.97
C -2.46 5.56 -0.21
C -1.98 6.82 -0.52
C -1.12 7.00 -1.59
C -0.75 5.91 -2.37
C -1.22 4.65 -2.06
H 3.05 -2.53 -1.20
H 6.46 -2.38 -0.70
H 7.58 -0.34 0.15
H 6.28 1.75 0.39
H 3.92 1.80 -0.20
H 2.29 -0.46 -2.29
H 2.08 1.77 -1.08
H 0.10 2.92 -0.86
H -3.57 3.07 -0.24
H -3.12 5.42 0.63
H -2.30 7.66 0.07
H -0.77 7.98 -1.84
H -0.11 6.05 -3.22
H -0.98 3.82 -2.71
N 1.02 -0.43 1.77
C -0.02 -1.15 2.14
N -0.34 -1.16 3.43
C -1.36 -1.92 3.80
N -1.65 -2.02 5.09
N -2.14 -2.59 2.92
C -1.82 -2.50 1.66
N -0.75 -1.83 1.19
C -2.74 -3.13 0.71
C -3.83 -3.88 1.14
C -4.69 -4.41 0.19
C -4.43 -4.18 -1.16
C -3.32 -3.42 -1.50
N -2.51 -2.92 -0.58
H 1.54 0.02 2.51
H 1.47 -0.67 0.88
H -1.07 -1.53 5.75
H -2.39 -2.62 5.40
H -3.98 -4.03 2.20
H -5.54 -4.99 0.49
H -5.07 -4.57 -1.93
H -3.06 -3.21 -2.52
O 0.61 -6.23 -0.59
S 1.21 -4.93 -0.74
N 0.17 -3.84 -0.83
```

## Properties
Calculated total energy   -131510.5613 eV
Total charge   +1
ΔE to the lowest compared entry with this formula, charge and spin   80.8 kJ/mol
HOMO level   -10.5 eV



What did the second record say?
Here is C24H22BBeN6O6S2 as an isolated structure from OMol25. Energies are from wB97M-V/def2-TZVPD.

Structure (XYZ):
```
62
Properties=species:S:1:pos:R:3
Be 0.51 -0.74 0.68
O -1.93 -4.16 0.11
C -3.12 -3.55 0.25
C -4.27 -4.33 0.07
C -5.52 -3.77 0.21
C -5.67 -2.42 0.54
C -4.53 -1.65 0.72
C -3.26 -2.19 0.58
C -2.06 -1.34 0.76
O -0.89 -1.87 0.61
N -2.23 -0.07 1.07
N -0.98 0.51 1.19
C -1.00 1.71 1.58
S -2.55 2.50 1.95
C -1.80 4.13 2.24
C -0.43 3.91 2.84
S 0.44 2.70 1.81
H -1.24 -3.48 0.29
H -4.14 -5.37 -0.18
H -6.40 -4.39 0.07
H -6.65 -1.99 0.65
H -4.61 -0.60 0.96
H -2.46 4.68 2.92
H -1.73 4.68 1.30
H -0.50 3.55 3.86
H 0.17 4.83 2.83
B 2.53 -3.18 1.18
N 2.32 -2.07 2.24
C 2.91 -1.97 3.43
C 2.25 -1.02 4.19
C 1.24 -0.56 3.35
N 1.28 -1.20 2.18
N 2.40 -2.59 -0.25
C 3.02 -3.01 -1.37
C 2.40 -2.42 -2.46
C 1.39 -1.64 -1.90
N 1.40 -1.75 -0.57
H 1.67 -4.03 1.33
H 3.65 -3.63 1.32
H 3.75 -2.60 3.66
H 2.48 -0.70 5.19
H 0.50 0.21 3.51
H 3.85 -3.69 -1.30
H 2.66 -2.53 -3.50
H 0.69 -0.98 -2.38
O 3.48 0.67 -0.25
C 2.33 1.02 -0.47
O 1.29 0.72 0.22
C 2.04 1.92 -1.65
C 3.09 2.38 -2.43
C 2.89 3.20 -3.54
C 1.59 3.54 -3.82
O 1.12 4.32 -4.85
C -0.29 4.38 -4.68
O -0.65 3.57 -3.58
C 0.53 3.09 -3.06
C 0.72 2.28 -1.97
H 4.09 2.07 -2.14
H 3.71 3.56 -4.15
H -0.78 4.02 -5.58
H -0.58 5.42 -4.48
H -0.10 1.92 -1.36
```

## Properties
Calculated total energy   -69226.4356 eV
Total charge   -1
ΔE to the lowest compared entry with this formula, charge and spin   0.0 kJ/mol
HOMO level   -5.1 eV



Question: The lowest calculated total energy belongs to which entry?
Answer: C24H21N6O4SbSe4Ti



Question: Look up the calculated total energy of the third one.
Answer: -62528.7241 eV